Record 1
Entry from OMol25: one molecule with the formula C3H5N3 (wB97M-V/def2-TZVPD).

XYZ file:
```
11
Properties=species:S:1:pos:R:3
N 1.07709 -1.20421 -1.15230
C 0.34841 -0.28316 -0.42770
C -0.75881 -0.52780 0.27507
N -0.96698 0.63114 0.96524
C -0.07251 1.52176 0.57439
N 0.78668 0.97993 -0.23873
H 0.82211 -2.13625 -1.27984
H 1.88066 -0.88725 -1.70349
H -1.24443 -1.46667 0.50169
H -1.82344 0.84508 1.47501
H -0.04877 2.52744 1.01066
```

* HOMO: -7.6 eV
* SMILES string: Nc1c[nH]cn1
* molecular weight: 83.1 g/mol
* 2S+1: 1
* LUMO: 1.03 eV


Record 2
Entry from OMol25: one molecule with the formula C3H5N3 (wB97M-V/def2-TZVPD).

XYZ file:
```
11
Properties=species:S:1:pos:R:3
N -1.82018 -0.07195 0.30286
C -0.46082 0.10603 -0.02033
C 0.43150 -0.93150 -0.21485
C 1.69647 -0.32111 0.03065
N 1.57995 0.98047 0.21909
N 0.25680 1.23808 0.14171
H -1.84735 -0.88693 0.91044
H -2.47505 -0.23060 -0.44913
H 0.01150 -1.29692 -1.14994
H 2.65944 -0.77460 0.24531
H -0.03226 2.18902 -0.01580
```

* HOMO: -8.9 eV
* SMILES string: Nc1ccn[nH]1
* molecular weight: 83.1 g/mol
* 2S+1: 1
* LUMO: 0.88 eV


Record 3
Entry from OMol25: an isolated ion of composition C3H5N3 and charge +2 (wB97M-V/def2-TZVPD).

XYZ file:
```
11
Properties=species:S:1:pos:R:3
C 1.39774 0.22282 0.00752
N 0.05440 0.31949 -0.01383
C -0.74425 1.49796 -0.01685
N -2.33497 0.64227 -0.06463
N -2.04896 -0.54804 -0.05250
C -0.72873 -0.82764 0.07198
H 1.82395 -0.80291 -0.05748
H 2.23532 1.01605 0.06032
H -0.53364 2.61128 0.20695
H -2.75827 -1.28923 0.13494
H -0.45789 -1.87447 0.16558
```

* HOMO (spin up / spin down): -20.7 / -20.5 eV
* charge: +2
* SMILES string: C=[N+]1C=N[NH+]=C1
* molecular weight: 83.1 g/mol
* 2S+1: 1
* LUMO (spin up / spin down): -13.00 / -13.41 eV


Record 4
Entry from OMol25: C3H5N3O as an isolated structure (wB97M-V/def2-TZVPD).

XYZ file:
```
12
Properties=species:S:1:pos:R:3
N 1.88861 -0.14141 -0.10455
C 0.55070 -0.21038 -0.10207
C -0.48225 0.84057 0.35952
N -1.53210 0.64442 -0.63891
C -1.69795 -0.68597 0.11233
O -1.16500 -0.00875 1.30361
N -0.19925 -1.22105 -0.37207
H 2.44499 -0.98523 -0.08636
H 2.42108 0.70961 0.01757
H -0.11489 1.84150 0.68167
H -2.34190 1.20306 -0.35381
H 0.08790 -2.09330 -0.80402
```

* HOMO: -7.5 eV
* molecular weight: 99.1 g/mol
* 2S+1: 1
* LUMO: 0.35 eV


Record 5
Entry from OMol25: one molecule with the formula C3H5N3O (wB97M-V/def2-TZVPD).

XYZ file:
```
12
Properties=species:S:1:pos:R:3
N -2.07375 -0.47208 0.86817
C -0.76183 -0.16179 0.51580
N 0.28632 -0.91717 0.72692
C 1.29300 -0.27383 0.05524
O 2.38795 -0.98536 -0.29000
C 0.91073 0.93962 -0.41552
N -0.46056 1.00422 -0.12440
H -2.11162 -1.40129 1.27089
H -2.68568 -0.43321 0.05973
H 2.86848 -0.47083 -0.95194
H 1.44475 1.69935 -0.96370
H -1.09778 1.47238 -0.75119
```

* HOMO: -7.8 eV
* SMILES string: Nc1nc(O)c[nH]1
* molecular weight: 99.1 g/mol
* 2S+1: 1
* LUMO: 0.79 eV


Record 6
Entry from OMol25: a 2-piece molecular cluster, C3H5N3O overall (wB97M-V/def2-TZVPD).

XYZ file:
```
12
Properties=species:S:1:pos:R:3
C 1.91262 0.45084 -0.61362
N 0.52801 0.65824 -0.44245
C -0.32432 1.39429 0.03910
N -1.27891 2.07223 0.30545
H 2.41362 1.37320 -0.63963
H 2.31299 -0.18936 0.12573
H 2.00463 0.06146 -1.63408
H -1.84880 2.04197 1.11312
N -0.75156 -2.16330 0.29338
C -1.85250 -1.89784 0.72181
O -2.77839 -1.83108 1.36373
H -0.33740 -1.97066 -0.63252
```

* HOMO: -9.6 eV
* SMILES string: CN=C=N.N=C=O
* molecular weight: 99.1 g/mol
* 2S+1: 1
* LUMO: 0.62 eV


Record 7
Entry from OMol25: one molecule with the formula C3H5N3O (wB97M-V/def2-TZVPD).

XYZ file:
```
12
Properties=species:S:1:pos:R:3
O 1.79509 -1.21767 -1.20863
C 1.66096 -0.38669 -0.08034
C 0.22947 -0.00230 0.16323
N -0.30626 0.28137 1.38230
C -1.55482 0.57528 1.08771
N -1.75117 0.47684 -0.23770
N -0.61035 0.10567 -0.84832
H 1.15859 -0.90429 -1.86605
H 2.26277 0.53020 -0.18688
H 2.04419 -0.92853 0.78825
H -2.33810 0.84808 1.78294
H -2.59038 0.62205 -0.77650
```

* HOMO: -10.1 eV
* SMILES string: OCc1nc[nH]n1
* molecular weight: 99.1 g/mol
* 2S+1: 1
* LUMO: 0.81 eV


Record 8
Entry from OMol25: one molecule with the formula C3H5N3O (wB97M-V/def2-TZVPD).

XYZ file:
```
12
Properties=species:S:1:pos:R:3
C -1.73789 -0.25922 -0.12024
N -0.80557 0.83072 0.01383
C 0.59784 0.78800 0.25355
O 1.18286 1.80827 0.56860
N 1.14179 -0.38146 -0.12048
C 2.51057 -0.69346 -0.11088
N 3.61092 -1.05678 -0.11954
H -2.75050 0.15060 -0.16368
H -1.64950 -0.94224 0.72910
H -1.52236 -0.79681 -1.04741
H -1.17389 1.76979 0.12512
H 0.59573 -1.21743 -0.00798
```

* HOMO: -10.1 eV
* SMILES string: CNC(=O)NC#N
* molecular weight: 99.1 g/mol
* 2S+1: 1
* LUMO: 0.35 eV


Record 9
Entry from OMol25: one molecule with the formula C3H5N3O (wB97M-V/def2-TZVPD).

XYZ file:
```
12
Properties=species:S:1:pos:R:3
C 1.31860 -0.60290 0.02354
C -0.07134 -0.23987 0.03863
C -1.18797 -0.96987 0.08054
N -2.27116 -0.18828 0.04717
N -1.91446 1.07968 -0.02960
N -0.58435 0.99147 0.11356
O 0.21704 2.10136 0.16460
H 1.99804 0.27541 -0.15065
H 1.48307 -1.40955 -0.73178
H 1.57700 -1.06317 1.01210
H -1.26776 -2.08108 0.12243
H 0.70327 2.10679 -0.69053
```

* HOMO: -9.7 eV
* SMILES string: Cc1cnnn1O
* molecular weight: 99.1 g/mol
* 2S+1: 1
* LUMO: 0.41 eV


Record 10
Entry from OMol25: one molecule with the formula C3H5N3O (wB97M-V/def2-TZVPD).

XYZ file:
```
12
Properties=species:S:1:pos:R:3
H -2.64831 0.26523 -0.18111
N -2.05144 0.72442 0.50305
C -1.11266 0.00054 0.97832
N -0.89377 -1.46211 0.69009
C 0.10559 -1.48945 -0.06151
C 0.50369 -0.07634 -0.55968
N 1.37895 0.66310 0.03310
O 2.09828 1.46289 -0.82833
H -0.74197 0.15953 1.98925
H 0.43462 -2.34559 -0.64805
H 0.43770 -0.04304 -1.65143
H 2.48931 2.14082 -0.26371
```

* HOMO: -9.8 eV
* SMILES string: [H]\N=C/N=C\C=N\O
* molecular weight: 99.1 g/mol
* 2S+1: 1
* LUMO: 0.43 eV


Values for strongest force on any atom, eV/Å, ordered as above
2.97; 2.31; 7.52; 1.03; 0.89; 4.23; 0.34; 4.45; 3.44; 4.49
Values for energy relative to the best compared isomer or geometry (same formula, charge and spin), eV, ordered as above
0.2984; 2.3938; 4.8699; 5.1919; 1.0106; 2.0152; 1.1163; 1.2646; 3.8233; 5.4607
Values for energy, hartree, ordered as above
-281.5791; -281.5021; -280.6081; -356.6666; -356.8202; -356.7833; -356.8164; -356.8109; -356.7169; -356.6567